[1]
The following is a DFT calculation (the ωB97M-V functional and the def2-TZVPD basis) of a 2-piece molecular cluster, C14H15NO overall in a non-equilibrium geometry.

Geometry as XYZ:
```
31
Properties=species:S:1:pos:R:3:forces:R:3:nbo_charge:R:1
H -5.036 0.058 1.136 0.1131 0.4767 -0.2151 0.196
H 3.837 -0.858 2.898 -0.3360 0.0358 -0.0966 0.226
H -1.999 0.635 4.103 0.2257 -0.1976 -0.3088 0.227
H 0.384 1.624 2.230 0.1321 -0.5655 -0.0892 0.217
H -1.804 -2.286 1.453 -0.3877 0.0999 0.0438 0.229
H -3.202 1.032 2.840 0.8440 -0.4147 -0.0194 0.255
H -0.005 -2.713 2.364 0.2262 0.3526 0.0118 0.220
H -1.569 1.732 2.783 -0.1578 -0.0053 0.0950 0.239
C 2.170 0.483 2.519 -0.0183 -0.0771 0.0203 -0.243
C 0.788 0.608 2.324 -0.2105 -0.0127 0.1031 -0.063
H -3.385 -1.537 1.806 0.6603 0.2725 0.3848 0.260
H -2.468 2.280 -1.562 0.2415 0.1485 0.0224 0.210
C -3.460 1.182 0.017 -2.5172 -0.3071 0.0959 0.408
H -6.925 1.393 0.203 0.3058 -0.0540 -0.0425 0.186
C -4.554 2.738 -1.584 -0.1743 -0.6620 0.6449 0.040
C 0.578 -1.790 2.397 -0.7669 0.4866 -0.0137 -0.136
C -0.086 -0.517 2.269 1.6463 0.6082 -0.6124 -0.220
C -4.840 0.857 0.406 1.3366 0.2247 0.0133 -0.387
H -2.263 -2.076 3.138 -0.1680 0.3215 -0.3466 0.243
C -2.124 0.825 3.023 -0.3752 0.0363 0.0408 -0.680
H 2.801 1.375 2.546 -0.3564 -0.2472 -0.0225 0.225
C -3.423 2.093 -1.099 0.6532 -0.4464 0.6931 -0.362
N -5.779 2.523 -1.093 -0.2189 -0.3406 0.3289 -0.490
O -2.396 0.697 0.598 1.6680 -0.1651 -0.8450 -0.710
H -4.472 3.459 -2.411 0.0027 -0.3366 0.3853 0.188
C -5.900 1.573 -0.132 0.5034 0.4927 -0.7028 0.029
C 2.768 -0.768 2.704 -0.7474 0.2329 -0.1097 -0.154
C -1.564 -0.315 2.189 -1.6496 -0.0512 1.1643 0.548
C 1.950 -1.899 2.647 -0.2766 0.1592 -0.0527 -0.226
C -2.333 -1.608 2.134 0.0204 -0.2208 -0.4533 -0.699
H 2.392 -2.880 2.811 -0.2187 0.1556 -0.1171 0.225
```
Forces are in eV/Å.

The value obtained for the HOMO energy is -7.60 eV. The HOMO-LUMO gap comes out at 6.107 eV. The multiplicity is 1.

***

[2]
The following is a DFT calculation (the ωB97M-V functional and the def2-TZVPD basis) of an isolated molecule of H6N2Si in a non-equilibrium geometry.

Geometry as XYZ:
```
9
Properties=species:S:1:pos:R:3:forces:R:3:nbo_charge:R:1
H 2.349 0.438 0.004 -0.4757 -0.1012 0.0248 0.350
H 1.249 -0.627 -0.737 0.5682 1.0345 1.2743 0.331
H 0.380 1.427 0.765 0.7904 -1.2702 0.0136 0.311
N 1.575 -0.204 0.179 0.0743 -0.8129 -1.2080 -0.694
Si -1.274 -0.025 -0.143 3.2805 -1.2388 1.2612 0.930
H -1.803 -1.460 -0.175 0.1660 0.8573 0.7137 -0.158
H -2.291 0.965 0.131 -0.2985 0.3617 0.0499 -0.161
N 0.526 0.384 0.961 -3.8837 0.5732 -1.5626 -0.709
H -0.562 -0.080 -1.423 -0.2214 0.5964 -0.5670 -0.201
```
Forces are in eV/Å.

Its SMILES is NN[SiH3]. The value obtained for the HOMO energy is -8.18 eV. The HOMO-LUMO gap comes out at 8.838 eV. The multiplicity is 1.

***

[3]
The following is a DFT calculation (the ωB97M-V functional and the def2-TZVPD basis) of an isolated molecule of C22H30N6O2 in a non-equilibrium geometry.

Geometry as XYZ:
```
60
Properties=species:S:1:pos:R:3:forces:R:3:nbo_charge:R:1
H -0.660 4.349 1.091 -0.0138 0.1803 -0.0101 0.213
C -1.066 2.316 0.518 -0.2838 0.2002 -0.0397 -0.059
H 6.811 1.710 -0.894 -0.0895 0.0185 -0.0404 0.196
C -0.373 1.260 -1.589 0.0021 0.0948 -0.1485 -0.268
C -4.567 -0.019 -0.974 0.0849 0.1082 0.3082 0.131
H 5.853 -2.093 -0.038 -0.0871 0.0031 -0.0343 0.195
C 4.871 1.558 0.073 0.2264 0.2666 -0.2912 -0.259
C 5.396 -1.164 -0.383 -0.2673 -0.0650 0.2796 -0.075
H -3.892 -0.274 3.013 -0.0067 0.0030 0.0499 0.232
H -2.270 0.273 2.580 0.0516 0.0023 0.0715 0.225
N -3.850 1.087 -1.094 -0.1848 0.1492 -0.8791 -0.299
H -2.726 3.179 -0.547 -0.0224 -0.0369 0.1606 0.249
C 5.952 1.037 -0.879 -0.1541 0.2507 0.1375 -0.076
H 3.479 -1.427 0.612 0.3841 0.1088 0.0934 0.279
H -2.249 -0.856 -1.682 -0.0047 0.1036 0.0265 0.234
N 3.804 0.580 0.163 0.0536 0.1100 0.0182 -0.409
H -2.987 3.062 1.211 -0.0404 -0.0309 -0.0456 0.197
C -1.647 -1.530 -1.097 -0.7869 -0.4130 -0.1936 0.011
C -2.585 2.549 0.333 0.4809 0.2872 0.2413 -0.222
C 4.298 -0.710 0.585 0.3234 -0.6346 -0.1444 -0.278
H -4.998 -1.349 0.757 -0.0843 -0.1856 0.1562 0.221
H -4.932 -1.628 -2.327 -0.0234 -0.0725 -0.0822 0.210
C 0.020 -3.227 0.399 -0.4739 -0.3833 -0.0198 -0.010
H -1.596 -4.602 0.299 0.0054 -0.1246 0.0557 0.214
C -0.496 3.349 1.485 -0.0448 -0.2734 -0.1983 -0.611
C 1.500 -0.103 -0.323 -0.9452 -0.2983 -0.3299 0.008
O 2.371 2.034 -0.751 -0.1728 0.1187 -0.2336 -0.675
H -5.116 -0.004 -3.016 -0.0253 -0.0074 -0.0946 0.233
H 4.730 -0.600 1.587 -0.0239 -0.0394 -0.0353 0.189
C -4.519 -0.481 0.352 0.0886 0.2473 0.0526 -0.351
H 5.301 1.704 1.070 -0.0149 0.0051 -0.0536 0.195
C -1.234 -3.623 0.025 0.4832 0.0524 0.1964 -0.204
H 4.957 -1.323 -1.381 0.0181 -0.0184 0.0626 0.162
C -5.284 -0.615 -2.134 0.0503 0.0839 0.0364 -0.639
H 4.454 2.496 -0.294 0.1193 -0.1000 0.0973 0.251
H -3.045 -3.105 -1.031 -0.1178 0.0621 -0.0662 0.224
H 0.562 2.755 -0.635 -0.1780 -0.1627 -0.0053 0.406
C -2.065 -2.770 -0.733 0.0327 0.4143 -0.2231 -0.241
C 0.251 0.069 -0.922 0.5793 0.6038 -0.0120 0.136
C 2.582 0.900 -0.323 0.2618 0.1829 0.1471 0.662
C 0.436 -1.934 0.015 0.1055 0.3191 -0.0853 0.316
O 6.439 -0.219 -0.463 0.1950 -0.0246 -0.0057 -0.525
H -6.353 -0.662 -1.932 -0.0596 -0.0402 -0.0694 0.222
H -1.399 1.026 -1.887 0.1042 -0.0375 -0.1211 0.216
N -0.417 -1.105 -0.709 0.7016 -0.3200 0.3957 -0.308
H -0.968 3.268 2.462 -0.0490 0.0227 0.0884 0.206
H -0.915 1.310 0.952 -0.0366 0.1077 -0.0412 0.167
H 5.532 0.960 -1.894 0.0324 0.0337 0.0634 0.166
C -3.729 0.427 1.026 -0.1677 -0.2081 -0.0547 0.173
H 0.199 1.513 -2.486 -0.1376 -0.1019 0.0140 0.232
N -3.348 1.352 0.114 -0.2622 -0.5480 0.2723 -0.173
N -0.402 2.455 -0.767 0.2141 0.2922 0.1644 -0.635
C -3.335 0.476 2.457 0.0765 0.0560 -0.0344 -0.648
N 1.584 -1.335 0.246 -0.1798 -0.3832 0.1958 -0.492
H 0.476 -4.989 1.517 -0.0071 -0.0581 0.0244 0.216
H 1.352 -3.529 2.029 0.0691 -0.0215 0.0962 0.231
H 0.574 3.196 1.603 0.1132 0.0243 0.0296 0.219
H -3.542 1.457 2.884 0.0003 0.0315 0.1033 0.221
H 1.818 -4.350 0.551 0.1048 -0.0517 0.0118 0.227
C 0.966 -4.082 1.175 -0.0167 0.0966 -0.0577 -0.627
```
Forces are in eV/Å.

Its SMILES is Cc1cc(C)n(C[C@H](C)NCc2c(C(=O)N3CCOCC3)nc3c(C)cccn23)n1. The value obtained for the HOMO energy is -8.06 eV. The HOMO-LUMO gap comes out at 8.590 eV. The multiplicity is 1.

***

[4]
The following is a DFT calculation (the ωB97M-V functional and the def2-TZVPD basis) of C4H11CaCl2Tl as an isolated structure in a non-equilibrium geometry.

Geometry as XYZ:
```
19
Properties=species:S:1:pos:R:3:forces:R:3:lowdin_charge:R:1
Ca 0.566 0.216 -3.022 -0.0540 1.5016 -0.4266 0.920
C 0.524 -1.570 -1.725 0.1253 -1.8045 3.1610 -0.386
H -2.168 -0.798 1.955 -0.4869 0.3506 -0.7095 -0.051
H -2.490 -0.919 0.111 0.4191 0.6819 0.8766 -0.023
H -1.417 -0.996 -4.771 -0.0318 0.2150 -0.1778 -0.107
C -2.183 -0.272 0.973 -0.2822 0.2791 0.5476 -0.332
H 3.472 0.089 -3.010 0.0128 0.2397 -0.1628 -0.099
Cl 1.967 0.054 1.928 0.7968 0.1131 1.0785 -0.296
H 3.096 1.849 -2.909 0.1658 -0.1580 -0.2049 -0.108
H -0.506 0.212 -5.774 -0.3042 -0.0547 -0.0331 -0.116
H 1.351 -1.975 -1.051 -0.4219 0.3853 -0.7242 -0.129
Tl -0.076 0.439 0.632 0.0429 -3.5381 -1.7167 0.122
H -1.884 0.751 -4.723 0.0050 -0.1697 -0.2747 -0.118
C -1.045 0.042 -4.826 -0.2710 0.0862 -0.2360 -0.381
H -0.326 -2.176 -1.318 0.0512 0.1637 -0.3104 -0.151
H -2.677 0.729 0.986 -0.1654 -1.0084 0.1335 -0.054
Cl -0.323 2.560 -0.366 -0.2408 2.4434 -0.8530 -0.194
H 2.994 0.996 -4.507 0.2775 0.0648 0.1731 -0.117
C 2.843 0.901 -3.416 0.3615 0.2089 -0.1405 -0.379
```
Forces are in eV/Å.

The value obtained for the HOMO energy (alpha / beta) is 0.68 / -0.29 eV. The HOMO-LUMO gap (alpha / beta) comes out at 4.293 / 5.093 eV. As for the net charge: -2. The multiplicity is 1.

***

[5]
The following is a DFT calculation (the ωB97M-V functional and the def2-TZVPD basis) of C49H29F9N3O9PS2Ti as an isolated structure in a non-equilibrium geometry.

Geometry as XYZ:
```
103
Properties=species:S:1:pos:R:3:forces:R:3:mulliken_spin:R:1
N 4.376 -4.424 -0.763 -0.1720 0.0898 -0.0236 0.001
C -4.514 -0.425 -3.521 0.0564 0.0242 0.0119 -0.002
F 2.024 9.320 -1.201 -0.0008 0.0335 -0.0054 0.000
F -1.306 4.735 6.145 -0.0348 0.0501 0.0234 0.000
H 0.696 5.221 4.737 -0.0287 0.0163 -0.0304 0.000
C 1.339 8.388 -1.893 0.0207 -0.0981 0.0762 0.000
C 5.590 2.434 -0.445 -0.0012 0.0315 0.0025 0.000
C -4.995 -3.335 1.319 -0.1070 0.1305 0.1916 0.160
C 0.600 4.301 4.175 0.0649 0.0237 -0.0332 0.000
C -3.318 3.331 -1.338 0.0679 0.0128 -0.0144 0.004
C -2.271 0.393 -0.590 -0.4992 0.2010 -0.3526 0.012
C -6.146 -4.050 1.565 0.0678 0.0018 -0.0333 -0.103
H 6.222 2.643 -1.300 -0.0225 -0.0106 -0.0054 0.000
C 0.612 4.784 -1.084 -0.0558 0.0382 -0.0525 -0.001
C 1.663 -1.905 -1.094 -0.4523 0.1898 -0.0931 -0.085
H -0.102 4.019 -1.365 -0.0482 0.0210 0.0064 0.001
H 1.824 4.986 2.574 -0.0481 0.0140 -0.0421 0.000
H 3.184 7.488 -0.126 0.0121 -0.0189 -0.0038 0.000
C 1.112 2.982 2.216 -0.2755 0.0077 -0.1229 0.007
H -7.705 -4.409 3.000 0.0171 0.0097 0.0122 0.025
C -3.337 -1.755 1.721 0.1055 0.0927 -0.1037 0.278
H -2.543 5.872 1.466 0.0072 -0.0259 -0.0051 0.000
H 2.128 -5.516 0.170 -0.0254 0.0120 -0.0311 0.018
C 5.344 1.587 1.793 -0.0897 -0.0085 0.0521 0.001
C 1.237 4.160 2.954 0.0928 -0.0158 0.0274 0.001
C 0.508 6.059 -1.627 -0.1034 -0.1500 0.0274 0.000
H 0.243 1.017 2.192 -0.0278 0.0257 0.0144 0.013
O -3.168 -4.591 -0.127 -0.0602 0.0006 -0.0097 0.016
C -0.915 3.455 5.966 0.0960 -0.0413 -0.0436 0.000
H -4.708 -1.558 4.219 -0.0323 -0.0038 0.0097 0.023
H -4.008 6.531 -0.424 -0.0032 -0.0099 -0.0102 0.000
N -3.044 -2.104 0.409 -0.8867 -0.1748 0.1562 0.084
H -6.529 -4.747 0.829 0.0106 0.0171 0.0065 -0.005
C -3.380 -0.234 -2.743 -0.0395 0.0669 -0.0744 0.002
H -6.662 -0.371 -3.583 0.0146 -0.0064 -0.0020 0.000
H -1.080 1.599 0.593 -0.0273 0.0590 -0.0829 0.039
H -6.778 -2.845 4.680 0.0083 0.0046 -0.0023 -0.006
C -3.484 0.207 -1.426 0.2336 -0.0351 0.0400 -0.026
C 1.368 -0.433 -0.918 -0.0379 -0.0232 0.0264 -0.015
F -0.136 3.153 7.032 0.0297 -0.0096 0.0557 0.000
C -3.850 4.612 -1.390 0.0494 0.0064 0.0187 -0.001
Ti -1.223 -1.308 0.149 -0.4934 0.0651 1.3950 0.150
H -1.597 3.593 1.557 -0.0694 0.0168 -0.0139 0.006
F -2.009 2.691 6.060 -0.0453 -0.0176 0.0262 0.000
C -2.241 3.880 0.730 -0.0197 0.0378 0.0238 -0.002
C -5.889 0.201 -1.660 0.0169 0.0215 -0.0621 0.001
F 8.027 1.048 1.878 0.0296 -0.0260 0.0345 0.000
C -6.265 -2.967 3.732 -0.0218 -0.0425 -0.0533 -0.091
O 5.329 -3.724 -1.064 -0.0339 -0.0535 0.0225 -0.010
C 0.727 -3.939 -0.256 -0.1285 0.0336 0.2143 -0.070
C 7.618 1.623 0.735 -0.0462 0.0355 0.0068 0.000
C -5.773 -0.203 -2.986 -0.0232 0.0059 0.0935 0.001
H -4.843 0.722 0.144 0.0014 -0.0245 0.0095 -0.006
C -1.923 1.584 -0.093 0.1470 0.1890 -0.1152 -0.019
O 0.416 -0.245 -0.019 0.6357 0.1248 -0.1301 -0.018
O -4.684 -3.072 -1.297 0.0240 0.0449 0.0196 0.015
C 1.627 4.466 -0.184 -0.0078 -0.1153 0.0230 0.000
S -2.228 -0.678 2.487 0.2317 -0.1356 -0.2805 0.122
O -0.307 -5.312 1.293 0.0799 0.0583 0.0720 0.335
C 3.417 2.449 0.611 -0.0218 -0.0271 -0.0116 -0.001
F 0.069 8.823 -1.985 -0.0414 0.0437 -0.0178 0.000
C 3.984 1.872 1.741 -0.0045 0.0166 0.0351 0.000
C 0.356 1.940 2.752 0.0661 -0.0719 0.1004 -0.017
C -0.187 3.267 4.669 -0.0232 0.0294 -0.0194 0.003
C 6.146 1.882 0.707 -0.0101 -0.0122 -0.0627 0.000
C 0.540 -2.731 -0.950 0.2130 0.1327 -0.3218 0.196
C -2.770 5.162 0.679 0.0152 -0.0353 -0.0361 0.000
C -4.756 0.407 -0.890 -0.0859 0.0020 0.0314 0.013
C 1.429 7.028 -1.269 0.0765 0.0721 0.0006 0.000
S -3.951 -3.383 -0.093 0.0680 0.1407 -0.0851 0.024
H 3.358 1.640 2.595 0.0361 0.0043 0.0024 0.000
H -6.870 0.352 -1.224 0.0100 -0.0090 0.0087 0.000
C -4.467 -2.403 2.245 -0.1405 -0.1539 -0.0183 0.019
H 3.391 5.212 0.795 -0.0288 0.0091 0.0193 0.000
H -4.414 -0.767 -4.545 0.0162 -0.0064 0.0114 0.000
F 8.021 0.828 -0.273 0.0236 -0.0342 -0.0357 0.000
H 3.804 3.108 -1.400 0.0132 -0.0080 0.0081 0.000
H -4.478 4.894 -2.227 0.0217 -0.0064 -0.0026 0.000
C 2.562 5.450 0.138 0.0613 0.0504 -0.0227 0.000
C 2.926 -2.443 -1.044 0.3084 -0.0289 -0.1513 0.120
H -2.394 -0.421 -3.152 -0.0004 -0.0452 -0.0267 0.001
C 1.979 -4.548 -0.286 0.0678 -0.2795 -0.0200 0.109
C -0.297 2.076 3.973 0.0081 -0.0967 -0.0784 0.007
C -3.588 5.533 -0.380 0.0376 -0.0376 -0.0140 0.002
F 1.837 8.402 -3.149 0.0149 0.0292 -0.0474 0.000
O 4.472 -5.605 -0.469 0.0146 0.0514 -0.0192 -0.005
C 2.463 6.727 -0.392 0.0421 -0.0518 0.0554 0.000
P 1.607 2.721 0.449 0.1641 0.4351 0.1580 0.003
F 8.327 2.772 0.606 0.0519 0.0357 0.0033 0.000
H -3.513 2.637 -2.144 -0.0494 -0.0138 0.0363 -0.002
C -2.517 2.931 -0.262 -0.0604 -0.1219 0.0738 -0.021
C 3.043 -3.812 -0.767 0.1348 0.0613 0.0837 -0.056
C 4.238 2.704 -0.493 -0.0240 -0.0568 0.0118 0.000
C -5.118 -2.245 3.489 0.0281 -0.0743 -0.0936 0.176
H 3.806 -1.825 -1.150 -0.0374 -0.0022 -0.0369 0.015
O -0.693 -2.281 -1.290 0.6909 -0.5777 -0.1528 0.025
H -0.289 6.293 -2.322 -0.0022 -0.0267 0.0363 0.000
C -6.796 -3.861 2.781 0.0022 0.0218 0.0639 0.215
O -0.768 -3.116 1.252 0.1636 -0.1387 -0.2362 0.053
H 5.772 1.137 2.677 -0.0098 0.0067 0.0105 0.000
N -0.194 -4.200 0.746 -0.1146 0.0757 -0.0344 0.271
H -0.923 1.271 4.339 0.0260 0.0068 -0.0147 -0.002
O 1.985 0.449 -1.477 0.1264 -0.0756 -0.0583 -0.001
```
Forces are in eV/Å.

The value obtained for the HOMO energy (alpha / beta) is -0.82 / -3.36 eV. The HOMO-LUMO gap (alpha / beta) comes out at 4.349 / 6.892 eV. As for the net charge: -2. The multiplicity is 3.

***

[6]
The following is a DFT calculation (the ωB97M-V functional and the def2-TZVPD basis) of an isolated molecule of C4H8O3 in a non-equilibrium geometry.

Geometry as XYZ:
```
15
Properties=species:S:1:pos:R:3:forces:R:3:nbo_charge:R:1
H -0.978 -0.133 -2.444 1.7736 -0.0002 2.0977 0.147
H 1.616 0.199 1.295 -1.4190 -1.8697 0.5442 0.192
C -0.976 -0.875 -0.173 -2.1558 -0.9683 -3.4499 -0.121
C 0.292 1.380 -0.098 1.7121 2.3927 -8.2451 0.244
O 0.721 0.441 -1.180 2.7748 3.4928 1.2414 -0.559
H -1.626 -0.222 0.370 -1.1228 0.0252 -0.6934 0.185
O -0.030 -1.313 0.663 4.3250 -0.1489 3.1323 -0.546
C 0.530 -0.190 1.443 -2.5402 0.6477 -0.7414 0.188
C -0.209 -0.372 -1.525 -5.7988 -6.5529 -0.8800 -0.068
O -0.239 0.904 0.887 -2.8845 -3.2258 8.5392 -0.506
H -1.473 -1.804 -0.443 -0.5681 0.0981 -0.2720 0.180
H 1.161 1.766 0.151 4.8764 2.2964 0.5831 0.132
H 0.122 -1.527 -1.698 0.2973 2.8923 -0.6037 0.173
H 0.038 -0.345 2.442 1.6105 0.3131 -0.4863 0.196
H -0.304 2.153 -0.518 -0.8804 0.6075 -0.7663 0.163
```
Forces are in eV/Å.

Its SMILES is C1COCOCO1. The value obtained for the HOMO energy is -9.26 eV. The HOMO-LUMO gap comes out at 10.116 eV. The multiplicity is 1.

***

- multiplicity of number 1 (C14H15NO)?
  1

***

- Which of these has the highest multiplicity?
  C49H29F9N3O9PS2Ti